{"formula": "C5H10O2", "method": "the ωB97M-V functional and the def2-TZVPD basis", "e_tot_ev": -9439.063, "homo_energy_ev": -8.70, "e_lumo_ev": 0.957, "charge": 0, "orbital_gap_ha": 0.3550, "symbols": ["C", "O", "C", "C", "O", "C", "C", "H", "H", "H", "H", "H", "H", "H", "H", "H", "H"], "coordinates": [[-1.089390, -2.136300, -0.487173], [-0.076871, -1.169324, -0.467582], [0.397339, 1.733989, -0.669237], [-0.687451, 1.741457, 0.371767], [-0.050593, 2.921166, 0.964572], [0.893176, 2.799630, -0.037425], [0.978209, -1.498691, 0.401411], [-1.581069, -2.213851, 0.496149], [-1.821921, -1.807484, -1.226604], [-0.711858, -3.131679, -0.769547], [0.638078, 1.108253, -1.513538], [-0.701307, 0.910866, 1.082091], [-1.707063, 1.974539, 0.050837], [1.734002, 3.484363, -0.093616], [1.677885, -2.206187, -0.070895], [1.503956, -0.567658, 0.630737], [0.604878, -1.943088, 1.338053]], "forces_ev_per_angstrom": [[-0.3, -0.2, -0.1], [0.0, 0.0, 0.0], [0.1, 0.1, 0.0], [-0.4, -0.3, 0.0], [0.0, 0.1, 0.1], [0.2, 0.0, -0.2], [0.2, 0.0, 0.1], [0.1, 0.0, -0.1], [0.0, -0.1, 0.1], [0.0, 0.2, 0.0], [0.0, 0.1, 0.2], [0.1, 0.1, -0.1], [0.2, 0.0, 0.0], [-0.2, -0.1, 0.0], [-0.1, 0.1, 0.1], [0.0, -0.2, 0.0], [0.1, 0.1, -0.1]], "nbo_charge": [-0.246, -0.551, -0.353, -0.078, -0.509, 0.127, -0.257, 0.163, 0.193, 0.166, 0.233, 0.193, 0.190, 0.194, 0.171, 0.200, 0.166]}